[1]
DFT (ωB97M-V with the def2-TZVPD basis set) results for a cluster of 3 separate species, C5H10O3 in total at a distorted geometry.

Output
E_tot: -422.1070 Eh
ΔE to the lowest compared entry with this formula, charge and spin: 4.071 eV
Multiplicity: 1

Each line ends with the Mulliken charge.
Geometry (Å):
C: -2.199 -0.104 -0.326  -1.193
C: -1.001 0.683 0.141  0.205
C: -1.025 1.419 1.282  -0.698
H: 0.193 -0.261 0.307  -0.016
H: -2.654 -0.657 0.495  0.343
H: -2.950 0.557 -0.756  0.329
H: -1.900 -0.798 -1.110  0.309
H: -1.762 1.243 2.054  0.269
H: -0.181 2.029 1.564  0.285
C: 1.563 -0.778 0.024  0.766
C: 1.304 -0.626 -1.396  -0.262
O: 1.908 -2.034 0.439  -0.541
O: 2.332 0.212 0.565  -0.550
O: 1.155 0.528 -1.840  -0.610
H: 2.400 -1.963 1.269  0.339
H: 2.323 0.943 -0.082  0.362
H: -0.413 1.116 -0.724  0.292
H: 0.906 -1.511 -1.906  0.371

[2]
DFT (ωB97M-V with the def2-TZVPD basis set) results for the molecule C5H10O3 at a distorted geometry.

Output
E_tot: -422.0955 Eh
ΔE to the lowest compared entry with this formula, charge and spin: 4.384 eV
Multiplicity: 1
SMILES: CC(=O)C(C)(C)OO

Each line ends with the Mulliken charge.
Geometry (Å):
C: 1.250 -1.541 0.890  -1.145
C: -0.050 -1.019 0.350  0.632
O: 0.789 0.727 1.911  -0.356
O: -0.860 -1.841 -0.049  -0.544
H: 0.124 1.113 2.506  0.329
H: 1.460 -2.528 0.468  0.390
H: 2.095 -0.892 0.671  0.336
H: 1.098 -1.713 1.958  0.276
C: -1.759 0.788 -0.360  -1.512
C: 0.439 0.557 -1.621  -1.519
C: -0.253 0.530 -0.252  1.339
O: 0.264 1.487 0.574  -0.387
H: -1.947 1.761 -0.825  0.404
H: -2.206 0.798 0.638  0.346
H: -2.275 0.032 -0.955  0.318
H: 0.162 1.471 -2.156  0.408
H: 0.143 -0.295 -2.240  0.346
H: 1.525 0.566 -1.509  0.337

[3]
DFT (ωB97M-V with the def2-TZVPD basis set) results for the molecule C5H10OS at a distorted geometry.

Output
E_tot: -669.9172 Eh
ΔE to the lowest compared entry with this formula, charge and spin: 0.524 eV
Multiplicity: 1
SMILES: CSCCCC=O

Each line ends with the Mulliken charge.
Geometry (Å):
O: 1.413 -2.654 -1.085  -0.462
C: 0.916 -2.408 -0.016  -0.084
C: 1.037 -1.040 0.634  -0.359
C: -0.325 -0.428 0.821  -0.865
C: -1.040 -0.021 -0.504  -0.767
S: -0.110 1.108 -1.557  -0.054
C: -0.223 2.608 -0.544  -0.814
H: 0.306 -3.179 0.498  0.351
H: 1.670 -1.096 1.524  0.387
H: 1.651 -0.498 -0.089  0.249
H: -0.303 0.486 1.416  0.336
H: -1.024 -1.097 1.326  0.432
H: -2.002 0.421 -0.268  0.420
H: -1.219 -0.948 -1.044  0.378
H: -1.265 2.895 -0.414  0.257
H: 0.273 3.383 -1.121  0.339
H: 0.245 2.466 0.422  0.255

[4]
DFT (ωB97M-V with the def2-TZVPD basis set) results for a structure of composition C5H10OS2 at a distorted geometry.

Output
E_tot: -1068.0231 Eh
ΔE to the lowest compared entry with this formula, charge and spin: 2.529 eV
Multiplicity: 1

Each line ends with the Mulliken charge.
Geometry (Å):
C: -1.287 -1.658 -1.784  -0.847
C: -0.177 0.400 -0.299  0.607
C: 1.093 -0.527 -0.182  -0.220
C: -0.686 -0.282 0.962  -0.698
C: 1.075 2.168 1.262  -0.796
H: -0.174 -2.086 -1.985  0.279
H: -1.820 -2.145 -0.890  0.281
H: -1.888 -1.779 -2.795  0.314
H: 2.178 -0.124 -0.149  0.205
H: 0.922 -1.475 -0.832  0.005
H: -1.081 0.454 1.620  0.382
H: -1.422 -1.041 0.749  0.181
H: 2.111 1.815 1.298  0.277
H: 0.502 1.619 2.090  0.245
H: 1.203 3.264 1.672  0.310
O: 0.617 -0.878 1.166  -0.384
S: -1.206 0.150 -1.743  -0.065
S: 0.040 2.125 -0.158  -0.073

[5]
DFT (ωB97M-V with the def2-TZVPD basis set) results for a structure of composition C5H10P2 at a distorted geometry.

Output
E_tot: -878.9878 Eh
ΔE to the lowest compared entry with this formula, charge and spin: 3.678 eV
Multiplicity: 1

Each line ends with the Mulliken charge.
Geometry (Å):
C: -0.266 -0.740 0.522  -0.378
C: 1.882 -1.483 2.059  -0.643
C: -0.161 1.293 -1.926  -1.163
C: -1.350 -0.526 -0.371  -0.131
C: -1.178 0.992 -0.919  -0.550
P: 1.326 -2.719 0.886  0.013
P: 0.213 -0.472 2.208  -0.121
H: 2.548 -1.786 2.828  0.452
H: 2.577 -0.822 1.404  0.252
H: 0.014 2.311 -2.139  0.383
H: -0.400 0.912 -2.970  0.290
H: 0.890 0.875 -1.906  0.276
H: -2.289 -0.422 0.246  0.217
H: -1.423 -1.246 -1.092  0.346
H: -1.031 1.606 -0.074  0.371
H: -2.128 1.401 -1.232  0.386
H: 0.776 0.825 2.477  0.000

[6]
DFT (ωB97M-V with the def2-TZVPD basis set) results for the molecule C5H10S at a distorted geometry.

Output
E_tot: -594.6406 Eh
ΔE to the lowest compared entry with this formula, charge and spin: 1.482 eV
Multiplicity: 1
SMILES: C=C(C)CSC

Each line ends with the Mulliken charge.
Geometry (Å):
C: 0.094 2.936 -0.083  -0.850
C: 0.122 0.285 -0.347  -0.477
C: -0.051 -1.054 0.207  0.658
C: 0.097 -2.302 -0.649  -1.267
C: -0.265 -1.205 1.453  -0.956
H: 0.069 2.708 -1.131  0.298
H: 0.815 3.686 0.179  0.315
H: -0.903 3.369 0.101  0.271
H: -0.851 0.506 -0.879  0.307
H: 0.854 0.287 -1.090  0.435
H: -0.800 -2.595 -1.326  0.243
H: 0.323 -3.226 -0.026  0.313
H: 0.894 -2.303 -1.436  0.306
H: -0.423 -0.350 2.143  0.279
H: -0.379 -2.216 1.963  0.219
S: 0.403 1.475 0.919  -0.096

[7]
DFT (ωB97M-V with the def2-TZVPD basis set) results for the molecule C5H10S at a distorted geometry.

Output
E_tot: -594.4603 Eh
ΔE to the lowest compared entry with this formula, charge and spin: 1.734 eV
Multiplicity: 3
<S²>: 2.008

Each line ends with the Mulliken charge.
Geometry (Å):
C: 1.992 0.456 0.822  -0.003
C: -0.782 0.696 0.348  -0.998
C: 3.236 0.044 1.082  -0.985
C: -1.092 -0.605 -0.409  -0.210
C: -2.314 -0.456 -1.371  -1.065
S: 0.563 0.463 1.849  -0.014
H: 1.568 0.763 -0.077  0.283
H: -1.581 0.983 1.049  0.415
H: -0.233 1.388 -0.247  0.467
H: 4.033 0.082 0.403  0.346
H: 3.660 -0.431 2.052  0.233
H: -0.089 -0.795 -0.948  0.293
H: -1.429 -1.287 0.319  0.325
H: -3.015 0.019 -0.855  0.383
H: -1.830 0.173 -2.231  0.262
H: -2.687 -1.493 -1.785  0.269

[8]
DFT (ωB97M-V with the def2-TZVPD basis set) results for a structure of composition C5H11BeO3 at a distorted geometry.

Output
E_tot: -437.4367 Eh
ΔE to the lowest compared entry with this formula, charge and spin: 0.000 eV
Multiplicity: 2
<S²>: 0.751

Each line ends with the Mulliken charge.
Geometry (Å):
O: -2.423 -0.520 -1.535  -0.754
C: -2.698 -0.534 -0.198  -0.467
C: -2.098 0.658 0.555  -0.361
O: -0.723 0.872 0.204  -0.335
C: 0.306 0.680 1.155  -0.320
C: 1.335 -0.255 0.563  -0.391
O: 1.597 0.168 -0.773  -0.226
C: 2.734 -0.450 -1.364  -0.748
Be: -0.132 0.574 -1.409  0.072
H: -2.329 -1.461 0.307  0.199
H: -3.788 -0.479 0.048  0.299
H: -2.166 0.540 1.648  0.370
H: -2.585 1.579 0.206  0.268
H: -0.059 0.264 2.103  0.405
H: 0.744 1.669 1.350  0.338
H: 0.967 -1.293 0.545  0.331
H: 2.258 -0.212 1.159  0.426
H: 2.740 -0.175 -2.424  0.283
H: 3.647 -0.082 -0.876  0.297
H: 2.673 -1.543 -1.263  0.318

[9]
DFT (ωB97M-V with the def2-TZVPD basis set) results for a structure of composition C5H11BiMgO4 at a distorted geometry.

Output
E_tot: -912.3181 Eh
Net charge: +1
ΔE to the lowest compared entry with this formula, charge and spin: 7.199 eV
Multiplicity: 2
<S²>: 0.753

Each line ends with the Mulliken charge.
Geometry (Å):
O: -2.009 -0.250 1.385  -0.699
C: -2.170 1.129 1.239  -0.332
C: -1.523 1.689 -0.022  -0.422
O: -0.176 1.324 -0.234  -0.338
C: 0.119 0.311 -1.222  -1.182
C: 1.581 -0.003 -1.035  -0.271
O: 1.710 -0.783 0.171  -0.115
C: 2.993 -1.253 0.515  -0.695
Bi: -0.243 -1.016 0.818  1.404
H: -1.800 1.663 2.134  0.271
H: -3.244 1.396 1.196  0.387
H: -1.584 2.788 -0.031  0.385
H: -2.091 1.283 -0.879  0.253
H: -0.069 0.680 -2.239  0.559
H: 2.198 0.899 -0.878  0.317
H: 1.955 -0.617 -1.868  0.385
H: 2.877 -1.928 1.369  0.265
H: 3.436 -1.812 -0.323  0.293
H: 3.616 -0.390 0.794  0.286
Mg: -2.847 -2.035 1.047  0.617
O: -1.488 -1.906 -0.398  -0.843
H: -1.243 -1.172 -1.538  0.479

[10]
DFT (ωB97M-V with the def2-TZVPD basis set) results for the molecule C5H11Br.

Output
E_tot: -2771.1115 Eh
ΔE to the lowest compared entry with this formula, charge and spin: 0.000 eV
Multiplicity: 1
SMILES: CCC(C)(C)Br

Each line ends with the Mulliken charge.
Geometry (Å):
Br: 1.797 0.518 1.140  -0.163
C: -0.217 2.082 -0.414  -1.425
C: -0.560 0.605 -0.587  -0.588
C: 0.297 -0.373 0.247  1.196
C: -0.576 -1.003 1.346  -1.439
C: 0.913 -1.422 -0.695  -1.402
H: -0.825 2.705 -1.083  0.394
H: -0.409 2.411 0.613  0.350
H: 0.833 2.268 -0.663  0.380
H: -1.611 0.461 -0.311  0.236
H: -0.477 0.355 -1.653  0.335
H: -0.266 -2.031 1.574  0.345
H: -0.521 -0.451 2.283  0.391
H: -1.632 -1.008 1.054  0.350
H: 0.932 -2.421 -0.239  0.309
H: 0.370 -1.492 -1.644  0.346
H: 1.951 -1.204 -0.967  0.386

[11]
DFT (ωB97M-V with the def2-TZVPD basis set) results for a cluster of 2 separate species, C5H11Br2ClNS in total.

Output
E_tot: -6258.2545 Eh
Net charge: -1
Multiplicity: 1

Each line ends with the Mulliken charge.
Geometry (Å):
C: -2.171 0.717 -1.792  -1.233
C: -2.329 1.102 -0.327  0.216
Cl: -0.964 2.212 0.155  -0.277
C: -2.402 -0.143 0.607  -0.731
N: -1.166 -0.689 1.042  -0.564
S: -0.738 -2.117 0.273  -0.240
H: -1.667 -0.250 -1.863  0.226
H: -3.152 0.627 -2.269  0.320
H: -1.594 1.447 -2.362  0.388
H: -3.218 1.719 -0.173  0.356
H: -3.041 0.152 1.460  0.280
H: -3.009 -0.857 0.010  0.347
H: 0.439 -1.745 -0.279  -0.053
Br: 3.023 -1.409 -1.234  -0.138
C: 2.809 0.027 0.055  -0.403
C: 3.518 -0.262 1.356  -0.588
Br: 2.631 -1.620 2.407  -0.118
H: 1.733 0.143 0.191  0.150
H: 3.230 0.919 -0.402  0.346
H: 3.537 0.641 1.963  0.345
H: 4.532 -0.613 1.184  0.372

[12]
DFT (ωB97M-V with the def2-TZVPD basis set) results for a structure of composition C5H11BrN4Si2 at a distorted geometry.

Output
E_tot: -3569.1187 Eh
ΔE to the lowest compared entry with this formula, charge and spin: 3.499 eV
Multiplicity: 1

Each line ends with the Mulliken charge.
Geometry (Å):
C: 1.005 2.758 1.235  -0.109
C: -1.922 -2.709 -0.380  -0.177
C: 0.526 3.528 0.050  -0.453
C: -1.749 -2.588 1.146  -0.380
C: 2.040 -0.643 -1.277  -1.030
N: 0.591 1.572 1.331  -0.555
N: -2.159 -1.689 -1.117  -0.488
N: -0.151 2.594 -0.833  -0.305
N: -2.334 -1.329 1.387  -0.242
Si: -0.141 0.913 -0.152  0.278
Si: -2.196 -0.321 0.001  0.257
Br: -4.046 0.704 -0.290  -0.255
H: 1.561 3.297 1.933  0.435
H: -1.527 -3.587 -0.736  0.441
H: -0.074 4.252 0.558  0.254
H: 1.294 4.101 -0.406  0.358
H: -2.476 -3.338 1.496  0.282
H: -0.800 -2.737 1.629  0.331
H: 2.949 -0.063 -1.494  0.308
H: 2.118 -1.371 -0.485  0.300
H: 1.781 -1.181 -2.261  0.275
H: -0.022 2.716 -1.797  0.274
H: -2.494 -0.932 2.270  0.204